Density functional theory data (wB97M-V/def2-TZVPD) for a molecular structure, C20H51BeN3O6 in a non-equilibrium geometry.

Computed properties:
Multiplicity: 2
Net charge: -1
HOMO energy (alpha / beta): -0.96 / -3.41 eV
Gap between HOMO and LUMO (alpha / beta): 0.130 / 0.220 Eh

Structure (XYZ):
```
81
C20H51BeN3O6 wB97M-V/def2-TZVPD
Be -0.21 -0.07 -0.49
C -2.15 -4.41 0.06
C -2.25 -3.15 -0.88
C -3.59 -2.92 -1.58
O -1.83 -1.98 -0.32
H -2.88 -5.15 -0.29
H -2.25 -4.10 1.10
H -1.17 -4.78 -0.22
H -1.46 -3.30 -1.62
H -4.39 -2.88 -0.85
H -3.90 -3.77 -2.19
H -3.66 -2.09 -2.28
C -0.64 2.80 -4.02
C 0.14 3.20 -2.76
C -0.43 4.52 -2.07
O 0.35 2.08 -1.93
H -1.67 2.48 -3.88
H -0.18 1.90 -4.41
H -0.62 3.45 -4.90
H 1.07 3.33 -3.30
H -1.50 4.37 -1.89
H -0.18 5.35 -2.73
H 0.00 4.58 -1.07
C -0.33 -3.52 3.85
O 0.62 -3.66 2.80
C 0.68 -2.48 1.90
C 1.65 -2.62 0.67
N 1.94 -1.30 0.12
C 2.71 -1.23 -1.13
C 1.93 -1.77 -2.35
O 0.66 -1.17 -2.47
C 0.11 -1.60 -3.72
H -1.28 -3.07 3.55
H 0.10 -2.81 4.56
H -0.53 -4.36 4.50
H 1.09 -1.63 2.46
H -0.35 -2.28 1.60
H 1.19 -3.37 0.02
H 2.55 -3.07 1.06
H 2.54 -0.82 0.77
H 3.69 -1.63 -0.91
H 2.82 -0.16 -1.34
H 1.83 -2.85 -2.25
H 2.51 -1.41 -3.21
H -0.85 -2.05 -3.46
H 0.67 -2.44 -4.13
H -0.05 -0.83 -4.46
C -3.69 3.25 -0.02
C -2.69 2.02 0.21
C -2.92 1.21 1.49
O -1.70 0.55 1.66
C -1.59 0.14 2.98
N -2.66 1.23 -0.98
H -3.29 3.87 -0.82
H -3.79 3.91 0.85
H -4.68 2.91 -0.30
H -1.74 2.48 0.50
H -3.81 0.58 1.47
H -3.06 1.86 2.36
H -2.42 -0.49 3.27
H -1.41 0.95 3.68
H -0.62 -0.36 3.02
H -3.52 0.72 -1.11
H -2.61 1.88 -1.75
C 3.20 3.26 0.33
C 2.75 1.85 0.85
C 3.56 1.37 2.10
O 3.53 -0.04 2.02
C 4.08 -0.49 3.24
N 1.33 1.69 0.99
H 2.64 3.52 -0.57
H 4.25 3.41 0.09
H 2.87 3.92 1.13
H 2.95 1.16 0.03
H 3.16 1.95 2.92
H 4.58 1.76 1.96
H 5.03 0.02 3.41
H 4.32 -1.55 3.17
H 3.36 -0.39 4.04
H 1.07 2.21 0.16
H 1.03 2.34 1.70
```

Atom charges from the Löwdin analysis, given in e for atoms 1 to 8:
1 Be 0.7626
2 C -0.0554
3 C -0.6680
4 C -0.0962
5 O -0.3361
6 H 0.0486
7 H 0.0579
8 H 0.0524

---

Density functional theory data (wB97M-V/def2-TZVPD) for a single C11H13FO2S molecule in a non-equilibrium geometry.

Computed properties:
Energy above the lowest of the compared OMol25 structures with the same formula, charge and spin: 86.50 kcal per mole
HOMO energy: -9.65 eV
Gap between HOMO and LUMO: 0.335 Eh
Structure (SMILES): C#C[C@H]1C=CC=C(S(=O)(=O)CCC)[C@@H]1F

Structure (XYZ):
```
28
C11H13FO2S wB97M-V/def2-TZVPD
C 2.11 3.38 -0.12
C 2.17 2.33 -0.64
C 3.53 0.39 -0.13
C 3.19 -0.12 1.07
C 2.56 1.18 -1.10
C 1.77 -0.08 1.21
C 1.01 0.61 -0.94
C 0.74 0.24 0.40
C -3.54 -2.14 0.44
C -3.07 -1.03 -0.49
C -1.57 -0.79 -0.53
O -1.51 1.51 0.83
O -1.13 -0.69 2.00
F 0.81 -0.54 -1.72
S -0.93 0.18 0.84
H 1.62 4.18 0.35
H 4.55 0.48 -0.43
H 3.81 -0.54 1.78
H 2.98 1.39 -2.15
H 1.30 -0.63 2.12
H 0.35 1.39 -1.15
H -3.04 -2.20 1.45
H -4.62 -2.00 0.74
H -3.47 -3.09 0.07
H -3.64 -0.10 -0.28
H -3.39 -1.32 -1.49
H -1.20 -1.76 -0.77
H -1.39 -0.21 -1.37
```

Atom charges from the Löwdin analysis, given in e for atoms 1 to 8:
1 C 0.1981
2 C -0.2716
3 C 0.0445
4 C -0.0278
5 C -0.1785
6 C -0.0271
7 C -0.2702
8 C -0.2922

---

Density functional theory data (wB97M-V/def2-TZVPD) for a molecular structure, C8H15Cl3IN2O2 in a non-equilibrium geometry.

Computed properties:
Net charge: +1
HOMO energy: -12.38 eV
Gap between HOMO and LUMO: 0.243 Eh

Structure (XYZ):
```
31
C8H15Cl3IN2O2 wB97M-V/def2-TZVPD
N 1.88 -0.26 0.61
C 0.89 -1.33 0.77
C -0.56 -1.08 0.30
N -1.01 0.29 -0.08
I -2.79 -0.15 -1.24
C -0.18 1.00 -1.13
C 0.70 2.17 -0.62
O 1.40 2.72 -1.39
C -1.61 1.15 0.99
C -0.81 0.97 2.36
C -1.56 -0.03 3.41
O -1.39 1.55 3.46
H 2.23 0.10 1.49
H 2.71 -0.67 0.17
H 1.27 -2.24 0.27
H 0.87 -1.62 1.85
H -0.77 -1.75 -0.56
H -1.26 -1.45 1.08
H 0.51 0.25 -1.53
H -0.77 1.37 -1.98
H 0.66 2.53 0.43
H -2.63 0.84 1.25
H -1.64 2.23 0.78
H 0.30 0.91 2.31
H -0.55 -0.57 3.50
H -1.65 0.03 4.51
C 1.18 -1.41 -4.31
Cl -0.55 -1.77 -4.15
Cl 1.51 0.28 -3.92
Cl 2.13 -2.48 -3.28
H 1.47 -1.58 -5.34
```

Atom charges from the Löwdin analysis, given in e for atoms 1 to 8:
1 N 0.0232
2 C -0.2165
3 C -0.2375
4 N -0.4661
5 I 1.2172
6 C -0.2308
7 C -0.2625
8 O 0.1080

---

Density functional theory data (wB97M-V/def2-TZVPD) for 11 unconnected molecules or ions with the total composition C26H79N11O11 in a non-equilibrium geometry.

Computed properties:
Energy above the lowest of the compared OMol25 structures with the same formula, charge and spin: 30.42 kcal per mole
HOMO energy: -9.05 eV
Gap between HOMO and LUMO: 0.334 Eh
Structure (SMILES): COC[C@H](C)N.COC[C@H](C)N.COC[C@H](C)N.COC[C@H](C)N.COC[C@H](C)N.NC(N)=O.NC(N)=O.NC(N)=O.CO.CO.CO

Structure (XYZ):
```
127
C26H79N11O11 wB97M-V/def2-TZVPD
C -0.31 -3.92 2.85
O -0.77 -5.16 3.40
H -0.49 -3.98 1.78
H -1.00 -3.16 3.20
H 0.75 -3.75 3.05
H -0.45 -5.88 2.85
C -0.72 2.70 1.30
O -1.56 3.43 0.52
H 0.16 2.32 0.77
H -0.23 3.29 2.08
H -1.37 1.96 1.78
H -2.05 2.77 0.01
C -4.72 0.50 -2.52
O -5.25 0.32 -1.22
H -5.51 0.65 -3.26
H -4.00 1.32 -2.64
H -4.12 -0.37 -2.79
H -5.61 -0.57 -1.15
C -4.29 -0.23 2.46
O -3.30 -0.60 1.82
N -4.59 -0.63 3.69
N -5.16 0.68 2.05
H -4.14 -1.48 3.97
H -5.44 -0.25 4.08
H -5.17 0.99 1.09
H -6.05 0.75 2.51
C -3.36 -3.96 0.58
O -2.93 -5.09 0.42
N -3.52 -3.38 1.75
N -3.66 -3.12 -0.40
H -3.23 -4.01 2.49
H -3.61 -2.37 1.75
H -3.37 -3.49 -1.30
H -3.65 -2.12 -0.27
C 0.19 -4.75 -1.96
O 0.01 -5.82 -2.49
N 1.07 -3.80 -2.26
N -0.46 -4.45 -0.81
H 1.50 -3.79 -3.18
H 1.04 -3.00 -1.65
H -1.20 -5.09 -0.56
H -0.42 -3.50 -0.47
C 2.27 8.77 -0.21
C 2.46 7.68 -1.30
C 1.66 6.38 -1.08
O 1.86 5.52 -2.20
C 1.26 4.22 -2.09
N 2.02 8.33 -2.53
H 2.32 8.40 0.82
H 1.34 9.33 -0.32
H 3.10 9.47 -0.17
H 3.50 7.40 -1.50
H 0.57 6.46 -1.00
H 1.93 5.83 -0.18
H 1.73 3.70 -1.25
H 1.60 3.70 -2.98
H 0.18 4.31 -2.03
H 1.11 8.72 -2.33
H 1.77 7.48 -3.04
C 5.41 -4.04 0.70
C 6.81 -4.40 1.23
C 7.03 -5.95 1.35
O 8.29 -6.12 1.93
C 8.48 -7.46 2.46
N 7.77 -3.84 0.31
H 5.35 -2.96 0.76
H 4.68 -4.67 1.22
H 5.17 -4.41 -0.30
H 6.93 -3.83 2.16
H 7.07 -6.39 0.35
H 6.24 -6.35 1.99
H 9.46 -7.58 2.91
H 8.44 -8.21 1.67
H 7.70 -7.58 3.22
H 8.71 -4.17 0.51
H 7.60 -4.28 -0.59
C -1.17 1.20 5.34
C -0.36 -0.03 5.03
C 1.00 0.30 4.40
O 1.72 1.41 5.03
C 2.22 1.30 6.36
N -0.19 -0.90 6.18
H -0.64 1.78 6.10
H -2.17 0.94 5.67
H -1.34 1.80 4.44
H -0.93 -0.61 4.31
H 0.78 0.56 3.37
H 1.62 -0.59 4.31
H 1.51 1.03 7.14
H 2.69 2.25 6.61
H 3.05 0.60 6.35
H -1.03 -0.94 6.74
H 0.41 -0.47 6.87
C 0.11 0.03 -2.55
C -0.49 -0.37 -1.20
C 0.59 -0.54 -0.12
O 1.12 -1.78 -0.40
C 2.33 -2.03 0.34
N -1.64 0.47 -0.94
H 1.01 -0.53 -2.79
H 0.28 1.11 -2.66
H -0.70 -0.20 -3.24
H -1.04 -1.31 -1.22
H 0.23 -0.51 0.91
H 1.28 0.31 -0.11
H 2.93 -1.11 0.36
H 3.06 -2.73 -0.07
H 2.13 -2.28 1.38
H -2.11 0.55 -1.83
H -2.22 -0.04 -0.29
C -5.00 4.16 -5.66
C -4.28 3.18 -6.57
C -3.78 1.91 -5.80
O -2.92 2.15 -4.74
C -1.57 2.16 -5.14
N -5.24 2.67 -7.58
H -5.03 5.14 -6.13
H -4.45 4.19 -4.72
H -6.01 3.82 -5.42
H -3.36 3.58 -7.01
H -3.33 1.28 -6.56
H -4.65 1.34 -5.46
H -1.32 1.22 -5.64
H -0.80 2.32 -4.38
H -1.33 3.01 -5.79
H -5.77 3.47 -7.92
H -6.03 2.23 -7.13
```

Atom charges from the Löwdin analysis, given in e for atoms 1 to 8:
1 C -0.1551
2 O -0.1221
3 H 0.0509
4 H 0.0644
5 H 0.0738
6 H 0.0787
7 C -0.2249
8 O -0.1134

---

Density functional theory data (wB97M-V/def2-TZVPD) for 2 unconnected molecules or ions with the total composition C4H11F3NSi in a non-equilibrium geometry.

Computed properties:
Energy above the lowest of the compared OMol25 structures with the same formula, charge and spin: 99.02 kcal per mole
Net charge: +1
HOMO energy (alpha / beta): -12.63 / -14.27 eV
Gap between HOMO and LUMO (alpha / beta): 0.275 / 0.344 Eh

Structure (XYZ):
```
20
C4H11F3NSi wB97M-V/def2-TZVPD
C 0.51 0.97 1.18
C 0.74 -1.20 0.32
C 2.27 0.59 -0.49
C -0.05 0.19 -1.29
N 0.82 0.24 -0.07
F -4.00 0.94 0.33
F -3.01 -1.31 1.11
F -4.28 -0.93 -1.33
Si -3.36 -0.42 -0.16
H 0.78 0.43 2.00
H 0.94 1.92 1.18
H -0.51 0.99 1.14
H -0.03 -1.30 1.18
H 0.31 -1.90 -0.40
H 1.63 -1.73 0.65
H 2.16 1.41 -1.06
H 2.75 0.72 0.47
H 2.52 -0.34 -1.08
H -0.27 1.22 -1.58
H 0.07 -0.49 -2.08
```

Atom charges from the Löwdin analysis, given in e for atoms 1 to 8:
1 C 0.0305
2 C -0.0586
3 C 0.0795
4 C 0.0846
5 N -0.3765
6 F -0.0915
7 F -0.1077
8 F -0.0860

---

Density functional theory data (wB97M-V/def2-TZVPD) for 2 unconnected molecules or ions with the total composition C7H7N2O2 in a non-equilibrium geometry.

Computed properties:
Energy above the lowest of the compared OMol25 structures with the same formula, charge and spin: 168.03 kcal per mole
Net charge: -1
HOMO energy (alpha / beta): -3.46 / -3.46 eV
Gap between HOMO and LUMO (alpha / beta): 0.262 / 0.262 Eh

Structure (XYZ):
```
18
C7H7N2O2 wB97M-V/def2-TZVPD
C 0.26 0.79 2.85
C -0.59 -0.26 2.63
C 0.94 1.36 1.80
C -0.79 -0.74 1.29
C 0.80 0.92 0.56
C -0.12 -0.04 0.27
C -0.87 -1.05 -1.87
N 0.08 -1.21 -2.80
N 0.64 -0.30 -3.53
O 0.63 0.90 -3.18
O 1.25 -0.67 -4.54
H 0.33 1.23 3.78
H -1.23 -0.68 3.44
H 1.64 2.09 1.91
H -1.71 -1.17 0.99
H 1.43 1.31 -0.36
H -0.89 -1.89 -1.25
H -1.82 -0.58 -1.97
```

Atom charges from the Löwdin analysis, given in e for atoms 1 to 8:
1 C -0.1417
2 C -0.1185
3 C -0.1538
4 C -0.1284
5 C -0.1679
6 C -0.0737
7 C -0.0389
8 N -0.0147

---

Density functional theory data (wB97M-V/def2-TZVPD) for a single C4H11NO molecule in a non-equilibrium geometry.

Computed properties:
Energy above the lowest of the compared OMol25 structures with the same formula, charge and spin: 96.07 kcal per mole
HOMO energy: -9.00 eV
Gap between HOMO and LUMO: 0.370 Eh
Structure (SMILES): CCOCNC

Structure (XYZ):
```
17
C4H11NO wB97M-V/def2-TZVPD
C 2.18 -1.08 -0.34
C 0.31 -0.60 0.96
N 1.41 -1.61 0.84
H 2.37 0.09 -0.10
H 3.21 -1.42 -0.28
H 1.53 -1.15 -1.27
H 0.97 0.43 1.02
H -0.40 -0.56 1.75
H 0.98 -2.57 0.44
C -1.71 0.74 0.23
O -0.77 -0.56 0.07
C -1.48 1.52 -0.95
H -2.69 0.19 0.25
H -1.36 1.22 1.20
H -1.86 1.06 -1.96
H -2.15 2.37 -1.02
H -0.53 1.93 -0.86
```

Atom charges from the Löwdin analysis, given in e for atoms 1 to 8:
1 C -0.1615
2 C -0.3637
3 N -0.1029
4 H 0.1014
5 H 0.0518
6 H 0.0934
7 H 0.1380
8 H 0.0877

---

Density functional theory data (wB97M-V/def2-TZVPD) for a single C3H5NO2 molecule.

Computed properties:
Energy above the lowest of the compared OMol25 structures with the same formula, charge and spin: 13.25 kcal per mole
HOMO energy: -10.33 eV
Gap between HOMO and LUMO: 0.406 Eh
Structure (SMILES): CC(=O)NC=O

Structure (XYZ):
```
11
C3H5NO2 wB97M-V/def2-TZVPD
C -1.57 0.16 -0.18
C -0.34 0.13 0.71
O -0.20 0.84 1.67
N 0.76 -0.66 0.24
C 1.83 0.03 -0.28
O 2.77 -0.48 -0.84
H -1.27 0.01 -1.22
H -2.06 1.12 -0.06
H -2.28 -0.63 0.10
H 0.68 -1.64 0.02
H 1.68 1.11 -0.16
```

Atom charges from the Löwdin analysis, given in e for atoms 1 to 8:
1 C 0.0030
2 C -0.4844
3 O 0.1190
4 N 0.1016
5 C -0.3409
6 O 0.0410
7 H 0.0838
8 H 0.0900

---

no.,molar mass (g mol⁻¹)
1,438.66
2,228.29
3,404.48
4,721.98
5,158.22
6,151.15
7,89.14
8,87.08